Entry from the OMol25 dataset: C28H52OP2Re as an isolated structure (ωB97M-V with the def2-TZVPD basis set).

Calculated values
Spin multiplicity = 4
LUMO energy (alpha / beta) = -6.249 / -8.483 eV
Charge = +2
HOMO level (alpha / beta) = -13.384 / -13.000 eV
Energy above the lowest of the compared OMol25 structures with the same formula, charge and spin = 0.00 kcal/mol
E_tot = -1933.605078 a.u.

Each line ends with the Mulliken spin population.
Positions of all 84 atoms, in Å:
1 Re 0.80 0.36 2.11  1.042
2 C 1.25 0.29 4.26  0.126
3 C 2.32 0.86 3.46  0.018
4 C 0.44 2.21 3.22  0.057
5 C 0.11 1.17 4.15  -0.096
6 C 1.82 2.06 2.83  -0.035
7 C 1.35 -0.92 5.13  -0.013
8 H 2.13 -1.60 4.77  0.002
9 H 0.39 -1.45 5.13  -0.008
10 H 1.61 -0.65 6.16  0.003
11 C -1.11 1.21 5.00  0.018
12 H -1.19 0.31 5.62  0.000
13 H -2.01 1.26 4.37  0.002
14 H -1.09 2.10 5.64  -0.001
15 C -0.43 3.40 2.95  0.001
16 H -0.40 4.10 3.80  0.003
17 H -1.47 3.09 2.81  -0.003
18 H -0.09 3.92 2.05  0.003
19 C 2.61 3.10 2.09  -0.028
20 H 3.08 3.80 2.79  0.004
21 H 1.95 3.67 1.42  0.000
22 H 3.40 2.64 1.49  -0.001
23 C 3.73 0.35 3.40  0.001
24 H 4.34 0.85 4.16  0.000
25 H 4.17 0.56 2.42  -0.001
26 H 3.76 -0.73 3.58  0.000
27 C -0.28 -1.36 1.31  -0.026
28 C 0.93 -1.84 1.89  0.036
29 C 2.16 -2.21 1.08  0.024
30 C 2.59 -1.11 0.10  0.003
31 C 2.14 0.30 0.48  -0.052
32 C 0.88 0.89 0.07  0.009
33 C -0.11 0.11 -0.79  0.001
34 C -0.52 -1.24 -0.18  0.033
35 H 2.01 -3.17 0.57  -0.007
36 H 2.27 -1.38 -0.92  -0.002
37 H 2.97 -2.39 1.80  -0.002
38 H 0.04 -2.06 -0.66  -0.004
39 H -1.17 -1.46 1.98  -0.054
40 H 0.84 -2.37 2.83  0.007
41 H -1.58 -1.43 -0.38  0.000
42 H -1.00 0.73 -0.95  -0.005
43 H 0.86 1.98 -0.05  -0.004
44 H 0.31 -0.05 -1.79  0.002
45 H 3.69 -1.10 0.07  -0.002
46 H 2.99 0.99 0.57  0.004
47 P -0.71 -0.25 -5.21  0.368
48 P -0.37 2.39 -6.66  0.383
49 C -0.73 -0.36 -7.08  -0.011
50 C -1.09 0.99 -7.69  0.019
51 H -1.46 -1.13 -7.36  0.006
52 H 0.27 -0.69 -7.42  -0.003
53 H -0.71 1.10 -8.71  0.009
54 H -2.18 1.13 -7.70  -0.002
55 C -1.17 3.76 -7.59  0.053
56 H -0.73 4.71 -7.27  -0.002
57 H -2.24 3.78 -7.36  0.000
58 H -1.02 3.62 -8.67  0.020
59 C 1.28 2.49 -7.49  0.038
60 H 1.15 2.50 -8.58  0.015
61 H 1.91 1.65 -7.20  -0.002
62 H 1.76 3.43 -7.18  -0.002
63 C -2.16 -1.33 -4.87  0.054
64 H -2.20 -1.54 -3.79  -0.009
65 H -2.07 -2.27 -5.43  0.014
66 H -3.08 -0.81 -5.16  0.002
67 C 0.63 -1.47 -4.89  0.046
68 H 1.60 -1.03 -5.17  0.000
69 H 0.46 -2.38 -5.47  0.015
70 H 0.65 -1.69 -3.82  -0.012
71 C -3.83 -1.73 3.27  0.005
72 C -2.52 -2.20 3.91  -0.046
73 C -2.65 -2.27 5.44  0.133
74 C -2.14 -3.57 3.34  0.043
75 O -1.58 -1.26 3.62  0.813
76 H -4.64 -2.44 3.49  -0.001
77 H -3.69 -1.66 2.19  -0.001
78 H -4.09 -0.74 3.65  0.002
79 H -3.34 -3.07 5.74  0.010
80 H -1.67 -2.44 5.88  -0.002
81 H -3.01 -1.30 5.80  -0.005
82 H -2.02 -3.48 2.26  -0.004
83 H -1.19 -3.91 3.77  0.000
84 H -2.92 -4.31 3.54  0.001



Entry from the OMol25 dataset: a 2-piece molecular cluster, CO3S3 overall (ωB97M-V with the def2-TZVPD basis set).

Calculated values
LUMO energy = -0.882 eV
SMILES = O=S(=O)=S.O=C=S
HOMO level = -10.440 eV
Energy above the lowest of the compared OMol25 structures with the same formula, charge and spin = 6.88 kcal/mol
E_tot = -1458.353506 a.u.

Each line ends with the Mulliken charge.
Positions of all 7 atoms, in Å:
1 O -1.19 1.54 -0.50  -0.353
2 S -1.31 0.31 0.07  0.894
3 O -0.56 0.09 1.29  -0.442
4 S -2.48 -0.93 -0.77  -0.117
5 O 0.94 -0.79 -0.85  -0.476
6 C 1.78 -0.37 -0.11  0.777
7 S 2.83 0.16 0.87  -0.283



Entry from the OMol25 dataset: C3H6N2 as an isolated structure (ωB97M-V with the def2-TZVPD basis set).

Calculated values
LUMO energy = 0.987 eV
HOMO level = -8.659 eV
Energy above the lowest of the compared OMol25 structures with the same formula, charge and spin = 36.86 kcal/mol
E_tot = -227.366093 a.u.

Each line ends with the Mulliken charge.
Positions of all 11 atoms, in Å:
1 C -0.40 0.23 -0.40  0.565
2 N -1.68 0.33 -0.81  -0.421
3 C 1.52 -0.28 -0.01  -0.372
4 C 0.08 -0.05 0.96  -0.569
5 N 0.71 0.20 -1.08  -0.710
6 H -1.82 0.36 -1.81  0.239
7 H -2.42 0.30 -0.13  0.211
8 H 2.40 0.32 0.22  0.292
9 H 1.70 -1.36 0.00  0.226
10 H 0.30 0.83 1.56  0.226
11 H -0.38 -0.88 1.50  0.312



Entry from the OMol25 dataset: C21H26N5O2Pd as an isolated structure (ωB97M-V with the def2-TZVPD basis set).

Calculated values
LUMO energy = -11.905 eV
Charge = +3
HOMO level = -17.278 eV
Energy above the lowest of the compared OMol25 structures with the same formula, charge and spin = 22.50 kcal/mol
E_tot = -1366.938409 a.u.

Each line ends with the Mulliken charge.
Positions of all 55 atoms, in Å:
1 Pd -0.19 -0.61 -0.74  0.835
2 N -2.16 -0.47 -1.13  -0.497
3 C -2.94 -1.35 -0.19  -0.448
4 C -2.16 -2.63 -0.04  -0.654
5 N -0.73 -2.32 0.27  -0.191
6 C -0.38 -2.31 1.73  -0.610
7 C -0.73 -1.03 2.46  -0.809
8 N -0.14 0.14 1.78  -0.345
9 H -2.50 0.49 -1.06  0.225
10 H -2.33 -0.75 -2.09  0.348
11 H -3.93 -1.53 -0.59  0.455
12 H -3.05 -0.81 0.75  0.206
13 H -2.18 -3.19 -0.98  0.398
14 H -2.58 -3.27 0.73  0.343
15 H -0.17 -3.06 -0.14  0.317
16 H 0.70 -2.48 1.78  0.376
17 H -0.87 -3.16 2.20  0.439
18 H -0.38 -1.15 3.48  0.435
19 H -1.81 -0.89 2.52  0.356
20 H 0.85 0.20 2.01  0.230
21 H -0.55 0.99 2.14  0.230
22 C -1.77 3.40 0.18  -1.093
23 O -0.92 2.51 -0.62  -0.107
24 C 0.07 3.01 -1.30  1.094
25 C 0.41 4.37 -1.27  -0.892
26 C 1.39 4.83 -2.11  -0.516
27 C 2.09 3.99 -3.03  -0.951
28 C 1.83 2.67 -3.06  -0.431
29 C 0.85 2.09 -2.14  0.518
30 N 0.70 0.79 -2.06  0.075
31 N 1.39 0.11 -2.99  -0.502
32 C 2.23 -0.83 -2.73  0.623
33 C 2.62 -1.19 -1.30  1.157
34 O 1.79 -1.04 -0.39  -0.436
35 C 3.91 -1.73 -1.08  -1.198
36 C 4.62 -2.20 -2.14  -0.534
37 C 4.14 -2.15 -3.51  0.679
38 C 4.88 -2.74 -4.52  -0.811
39 C 4.42 -2.70 -5.84  -0.598
40 C 3.23 -2.06 -6.14  -0.752
41 C 2.49 -1.44 -5.13  -0.419
42 C 2.94 -1.50 -3.82  0.441
43 H -2.19 4.17 -0.46  0.507
44 H -1.18 3.82 0.99  0.450
45 H -2.56 2.77 0.57  0.273
46 H -0.11 5.05 -0.63  0.514
47 H 1.63 5.89 -2.09  0.451
48 H 2.83 4.42 -3.69  0.464
49 H 2.34 2.02 -3.75  0.527
50 H 4.25 -1.85 -0.06  0.519
51 H 5.57 -2.69 -1.96  0.455
52 H 5.82 -3.23 -4.29  0.470
53 H 4.99 -3.17 -6.63  0.443
54 H 2.87 -2.03 -7.16  0.446
55 H 1.56 -0.93 -5.37  0.494